No. 1
ORCA calculation (wB97M-V/def2-TZVPD) on a cluster of 7 separate species, C12H27Cl2F7N5O7S2 in total.

Calculated values
lowest unoccupied orbital energy: 0.9550 eV
net charge: -1

The geometry in XYZ format:
```
62
Properties=species:S:1:pos:R:3:lowdin_charge:R:1
H -0.712 -5.984 2.274 0.09
H 0.512 -0.391 1.781 0.15
H 3.054 6.338 -3.848 0.09
O -5.827 3.163 0.028 -0.32
H -0.334 0.731 0.894 0.15
H 1.726 6.412 -5.113 0.08
S -4.804 0.807 -1.020 0.57
O -6.022 0.320 -0.285 -0.36
H 5.531 0.484 -3.752 0.08
H -1.302 -3.431 6.419 0.08
C -2.137 -3.634 5.748 -0.06
H 0.059 4.822 -5.977 0.08
F -4.546 -1.405 -2.620 0.11
N 0.577 0.453 1.231 0.36
C -1.018 -4.906 3.978 -0.59
H -2.229 -2.703 5.188 0.08
F -5.769 0.928 2.380 0.10
C -5.087 2.101 2.417 -0.65
C 4.978 -0.222 -4.372 -0.02
C 3.595 0.201 7.344 -0.99
H 5.748 -0.667 -5.002 0.07
S -4.565 2.744 0.632 0.69
H -0.408 3.106 -5.669 0.08
C 3.301 -3.560 -3.502 -0.04
H 2.919 -0.289 6.643 0.02
H -2.002 -6.784 3.353 0.07
O 1.512 5.151 -2.448 0.04
C 1.480 4.943 -3.643 -0.61
H -0.329 -6.903 3.724 0.08
O -5.070 1.662 -2.182 -0.33
C 2.365 5.787 -4.489 -0.01
H 2.946 5.129 -5.135 0.08
H 3.285 1.242 7.435 0.03
F -3.812 -1.701 -0.621 0.11
N 0.665 4.046 -4.166 0.02
C 0.385 3.851 -5.605 -0.07
H -3.090 -3.740 6.267 0.08
H 3.917 -4.454 -3.596 0.07
Cl 5.183 0.200 6.504 0.47
H 4.176 -2.417 -5.100 0.13
H 0.814 1.242 1.815 0.15
H -2.553 -5.630 5.037 0.13
C -3.871 -0.808 -1.616 -0.65
F -4.085 1.991 3.232 0.16
O -0.217 -4.042 3.640 0.03
F 1.751 3.848 3.887 -0.96
N 4.007 -2.367 -4.105 0.01
F -5.883 3.040 2.950 0.11
F -2.643 -0.466 -1.955 0.12
C -1.064 -6.235 3.275 -0.01
H 2.799 -3.342 -2.559 0.08
O 4.149 -0.999 -2.288 0.04
N -3.715 1.382 -0.069 -0.33
O -3.597 3.797 0.915 -0.32
Cl 3.453 -0.625 8.937 0.46
H 1.241 0.407 0.471 0.15
H 0.121 3.459 -3.551 0.14
H 1.207 3.536 -6.248 0.07
H 4.356 0.291 -5.106 0.08
H 2.526 -3.846 -4.213 0.07
N -1.946 -4.831 4.927 0.01
C 4.298 -1.233 -3.470 -0.59
```


No. 2
ORCA calculation (wB97M-V/def2-TZVPD) on a cluster of 2 separate species, CH5ClN2 in total.

Calculated values
lowest unoccupied orbital energy: 1.0030 eV

The geometry in XYZ format:
```
9
Properties=species:S:1:pos:R:3:lowdin_charge:R:1
H -0.405 -0.145 -1.957 0.02
Cl -1.800 -0.243 0.009 0.68
H -0.137 0.484 2.010 -0.04
H 1.169 -0.181 -1.610 0.10
N 0.249 -0.440 -1.335 0.00
N 0.573 0.759 1.313 -0.07
H 0.198 -1.435 0.428 0.08
C -0.144 -0.542 -0.061 -0.75
H 0.297 1.743 1.203 -0.02
```


No. 3
ORCA calculation (wB97M-V/def2-TZVPD) on an isolated molecule of C3H2ClNO2.

Calculated values
lowest unoccupied orbital energy: 0.3884 eV
SMILES string: Oc1nocc1Cl

The geometry in XYZ format:
```
9
Properties=species:S:1:pos:R:3:lowdin_charge:R:1
C 0.114 -0.717 0.092 -0.65
C -0.232 0.487 -0.546 -0.43
H 1.109 -1.156 1.765 0.14
Cl -0.003 -2.419 -0.185 0.73
H -1.390 1.180 -1.954 0.24
C 0.716 -0.356 1.120 -0.13
O 0.442 1.042 1.391 -0.05
N -0.195 1.551 0.213 0.14
O -0.561 0.389 -1.896 0.00
```


No. 4
ORCA calculation (wB97M-V/def2-TZVPD) on a cluster of 6 separate species, C7H21NO5 in total.

Calculated values
lowest unoccupied orbital energy: 0.2533 eV
SMILES string: CCCc1cc[nH]c1.O.O.O.O.O

The geometry in XYZ format:
```
34
Properties=species:S:1:pos:R:3:lowdin_charge:R:1
H -0.054 -1.805 -0.462 0.03
H -2.507 -1.527 3.239 0.10
C 0.592 -2.335 0.290 -0.14
H -3.325 -0.646 2.247 0.01
H -0.080 3.249 2.542 0.09
C 1.068 1.819 -2.373 -0.08
H -0.409 -1.598 -2.241 0.08
C 2.157 -0.405 0.255 -0.22
C 2.057 -1.901 0.215 -0.24
H 0.580 -3.458 0.171 0.11
H -3.247 -1.358 -0.735 0.05
H 1.084 -1.873 -2.264 0.00
H -2.211 -1.636 0.494 0.06
H -0.709 3.597 1.121 0.05
H -1.022 1.989 -1.987 0.11
O -2.597 -1.171 2.332 -0.04
H -1.471 1.717 2.558 0.03
N -0.199 1.501 -1.814 0.04
H 3.125 1.307 -1.655 0.08
H 0.131 -2.238 1.163 0.01
H -1.212 0.138 2.428 0.01
C 0.034 0.625 -0.775 -0.11
C 2.090 1.289 -1.585 -0.01
O -0.995 0.938 3.003 -0.15
H 2.627 -2.428 1.081 0.14
H 2.350 -2.414 -0.782 0.12
O 0.291 -2.230 -2.684 -0.10
C 1.387 0.401 -0.685 -0.29
O -2.503 -1.008 -0.235 -0.10
H 1.860 0.018 1.286 0.14
H 3.221 -0.030 0.358 0.13
H 1.094 2.191 -3.294 0.05
H -0.809 0.055 -0.220 0.11
O -0.938 3.382 2.034 -0.08
```


No. 5
ORCA calculation (wB97M-V/def2-TZVPD) on a structure of composition C4H9MgNiO4.

Calculated values
lowest unoccupied orbital energy (alpha / beta): 0.1800 / -0.1601 eV
spin multiplicity: 4

The geometry in XYZ format:
```
19
Properties=species:S:1:pos:R:3:lowdin_charge:R:1
C -0.036 -0.512 -1.210 -0.20
O 0.352 -1.430 -0.173 -0.17
H 1.838 -2.699 0.586 0.13
C 1.736 -1.814 -0.064 -0.36
H -0.222 -1.043 -2.153 0.12
H -1.762 2.061 1.939 0.10
H 0.927 0.426 -1.536 0.23
H -2.773 0.617 1.597 0.10
C -1.325 0.095 -0.708 -0.17
H -2.060 -0.687 -0.458 0.14
Ni 0.829 0.401 1.079 0.56
O 2.420 -0.807 0.533 -0.45
O -1.042 0.805 0.508 -0.29
H 2.062 -1.998 -1.105 0.13
H -1.737 0.803 -1.441 0.14
O 2.063 1.598 0.072 -0.66
H -2.731 2.004 0.432 0.10
Mg 3.611 0.773 0.951 0.62
C -2.152 1.407 1.151 -0.06
```


Calculated values (g/mol) of M for the records, taken in order: 621.40; 80.52; 119.51; 199.25; 204.11.
Calculated values (eV) of calculated total energy for the records, taken in order: -100400.34541; -16618.43997; -21246.97824; -19324.94703; -58967.45348.